ORCA calculation (ωB97M-V with the def2-TZVPD basis set) on a molecular structure, C60H54FGeN2O5P3PdSe in a non-equilibrium geometry.

Properties
ΔE to the lowest compared entry with this formula, charge and spin (kcal per mole): 19.9
LUMO level (alpha / beta) (eV): -1.2 / -1.2
Kohn-Sham gap (alpha / beta) (eV): 6.4 / 6.4
Largest force on an atom (hartree/bohr): 0.038
M (Da): 1253.0
HOMO energy (alpha / beta) (eV): -7.64 / -7.64

Last column: Mulliken charge in e.
Element x y z (Å)
Pd: -0.234 -0.010 -0.071  -2.3922
F: -3.846 1.931 -1.306  -0.6123
Ge: -2.409 0.846 -0.776  1.4363
C: -3.522 -0.184 0.522  0.9547
C: -4.812 0.251 0.807  -0.3093
C: -5.651 -0.520 1.589  -1.0750
C: -5.216 -1.752 2.047  -0.8187
C: -3.937 -2.192 1.755  -0.1751
C: -3.070 -1.401 1.009  -1.2092
P: -1.236 -2.032 0.835  4.5905
C: -1.583 -3.387 -0.308  0.1016
C: -2.590 -3.255 -1.261  -0.4254
C: -2.878 -4.305 -2.114  -0.7733
C: -2.173 -5.494 -2.007  -0.8061
C: -1.165 -5.624 -1.063  -1.0632
C: -0.853 -4.570 -0.222  -0.6139
C: -1.177 -2.690 2.548  0.5714
C: -0.664 -1.846 3.526  0.5273
C: -0.582 -2.250 4.846  -1.1042
C: -1.018 -3.513 5.208  -0.8866
C: -1.511 -4.369 4.236  -0.9522
C: -1.584 -3.967 2.914  -0.0640
C: -1.386 2.547 -0.354  -0.2612
C: -1.528 3.620 -1.223  -0.4546
C: -0.955 4.845 -0.924  -0.9201
C: -0.198 4.996 0.229  -1.2583
C: -0.019 3.925 1.086  0.1449
C: -0.628 2.702 0.811  -0.6278
P: -0.605 1.299 1.986  3.0738
C: -2.042 1.769 3.027  0.6454
C: -2.255 3.103 3.372  -0.4601
C: -3.330 3.442 4.171  -0.7467
C: -4.207 2.466 4.621  -0.8373
C: -3.988 1.140 4.293  -0.8482
C: -2.906 0.791 3.504  -0.1719
C: 0.800 1.635 3.082  0.2763
C: 0.694 1.574 4.467  -0.8903
C: 1.828 1.716 5.247  -0.8976
C: 3.067 1.913 4.659  -0.9005
C: 3.175 1.965 3.278  -0.6822
C: 2.049 1.815 2.494  0.2536
C: -2.437 -0.040 -2.591  -0.2202
C: -3.678 -0.236 -3.189  0.0343
C: -3.766 -0.818 -4.441  -0.8406
C: -2.611 -1.180 -5.122  -0.8710
C: -1.374 -0.991 -4.535  -0.0581
C: -1.287 -0.460 -3.249  -0.5725
P: 0.321 -0.292 -2.407  2.7255
C: 1.153 -1.890 -2.652  1.2314
C: 0.477 -3.049 -3.022  -0.8087
C: 1.153 -4.256 -3.084  -0.7735
C: 2.500 -4.323 -2.762  -1.0984
C: 3.172 -3.177 -2.371  -1.1690
C: 2.501 -1.970 -2.310  -0.0641
C: 1.118 0.887 -3.563  0.7404
C: 0.367 2.013 -3.900  -0.4162
C: 0.888 2.986 -4.732  -0.8301
C: 2.174 2.852 -5.235  -0.7340
C: 2.922 1.731 -4.916  -0.5953
C: 2.403 0.756 -4.079  -0.4702
H: -5.149 1.198 0.416  0.6237
H: -6.645 -0.172 1.833  0.4017
H: -5.866 -2.384 2.636  0.4504
H: -3.614 -3.161 2.104  0.4005
H: -3.145 -2.330 -1.332  0.3649
H: -3.661 -4.198 -2.853  0.5069
H: -2.400 -6.316 -2.674  0.4017
H: -0.619 -6.554 -0.978  0.4615
H: -0.050 -4.660 0.499  0.4221
H: -0.283 -0.867 3.256  -0.7802
H: -0.159 -1.577 5.580  0.5297
H: -0.969 -3.833 6.240  0.3998
H: -1.828 -5.369 4.498  0.4249
H: -1.933 -4.666 2.167  0.4415
H: -2.138 3.508 -2.109  0.5519
H: -1.090 5.678 -1.600  0.4555
H: 0.251 5.950 0.469  0.5022
H: 0.590 4.029 1.975  0.5094
H: -1.591 3.878 3.015  0.4077
H: -3.494 4.475 4.443  0.4320
H: -5.054 2.742 5.232  0.3951
H: -4.660 0.371 4.645  0.5329
H: -2.730 -0.245 3.249  0.4901
H: -0.269 1.409 4.933  0.5644
H: 1.746 1.667 6.323  0.4189
H: 3.950 2.001 5.274  0.4101
H: 4.139 2.109 2.813  0.4065
H: 2.112 1.826 1.416  -0.0831
H: -4.568 0.079 -2.663  0.5537
H: -4.734 -0.987 -4.892  0.4436
H: -2.675 -1.606 -6.114  0.4240
H: -0.467 -1.255 -5.065  0.5296
H: -0.576 -3.012 -3.263  0.3090
H: 0.620 -5.151 -3.373  0.5380
H: 3.021 -5.269 -2.793  0.3852
H: 4.215 -3.226 -2.096  0.4183
H: 3.013 -1.080 -1.973  -0.3046
H: -0.641 2.113 -3.516  0.2913
H: 0.292 3.851 -4.990  0.4338
H: 2.592 3.616 -5.875  0.3678
H: 3.919 1.609 -5.322  0.4752
H: 2.997 -0.119 -3.857  0.4100
C: 3.964 -0.303 0.345  -1.5642
N: 4.187 0.968 -0.312  0.7584
C: 5.544 1.469 -0.252  -0.7214
C: 5.781 2.524 -1.320  -0.7229
C: 4.692 3.576 -1.184  -0.7086
N: 3.393 2.942 -1.239  0.6710
C: 2.302 3.786 -1.660  -0.8611
C: 3.139 1.692 -0.759  -0.3570
O: 1.975 1.246 -0.769  0.5534
H: 4.384 -1.131 -0.224  0.6814
H: 2.898 -0.469 0.457  -0.1553
H: 4.408 -0.306 1.340  0.6516
H: 6.219 0.619 -0.386  0.3589
H: 5.738 1.897 0.743  0.2714
H: 5.723 2.077 -2.315  0.2509
H: 6.768 2.970 -1.195  0.4004
H: 4.745 4.299 -2.004  0.3466
H: 4.809 4.132 -0.242  0.3163
H: 2.442 4.079 -2.703  0.3942
H: 2.256 4.683 -1.037  0.4132
H: 1.373 3.229 -1.560  -0.3800
O: 2.252 -1.582 2.721  -0.4425
Se: 1.893 -2.763 1.733  0.9925
O: 3.015 -3.080 0.660  -0.6192
O: 0.500 -2.045 0.693  -0.7478
O: 1.299 -4.057 2.410  -0.6460

ORCA calculation (ωB97M-V with the def2-TZVPD basis set) on a molecular structure, C60H59CdClN8O3PS2 in a non-equilibrium geometry.

Properties
Total charge: +1
ΔE to the lowest compared entry with this formula, charge and spin (kcal per mole): 112.2
LUMO level (eV): -1.6
Kohn-Sham gap (eV): 8.1
Largest force on an atom (hartree/bohr): 0.078
M (Da): 1183.2
HOMO energy (eV): -9.67

Last column: Mulliken charge in e.
Element x y z (Å)
Cd: 0.197 -1.305 -0.134  3.8107
O: -1.490 -2.072 -3.979  -0.8189
C: -0.750 -1.976 -2.995  -0.4481
N: -0.812 -1.067 -2.020  1.6106
C: -1.941 -0.175 -2.067  -0.5744
C: -2.614 -0.028 -0.717  0.9299
C: -3.808 0.681 -0.626  -0.6437
C: -4.448 0.783 0.588  -0.8930
C: -3.884 0.165 1.702  -1.6525
C: -2.698 -0.514 1.541  -1.5911
N: -2.067 -0.608 0.358  1.2460
C: 0.347 -3.033 -2.847  -0.0606
C: 0.508 -3.939 -3.886  -0.8003
C: 1.450 -4.944 -3.765  -0.7661
C: 2.203 -5.019 -2.604  -1.0008
C: 1.986 -4.072 -1.621  -0.5532
N: 1.087 -3.093 -1.731  0.8495
H: -2.683 -0.549 -2.776  -0.9539
H: -1.664 0.826 -2.428  0.0380
H: -4.225 1.131 -1.520  1.1337
H: -5.384 1.323 0.672  0.6817
H: -4.368 0.197 2.669  0.5394
H: -2.219 -1.016 2.371  0.8140
H: -0.125 -3.827 -4.755  0.6109
H: 1.593 -5.663 -4.562  0.4324
H: 2.948 -5.790 -2.457  0.5232
H: 2.567 -4.095 -0.705  0.3293
Cl: 2.368 -2.585 1.607  -0.0892
C: 3.942 -2.267 0.923  0.6764
C: 5.006 -2.950 1.492  -0.7549
C: 6.283 -2.719 1.015  -0.6312
C: 6.487 -1.804 -0.010  -0.9327
C: 5.409 -1.128 -0.556  -0.7067
C: 4.103 -1.350 -0.113  0.2245
P: 2.699 -0.377 -0.813  1.1479
C: 2.788 -0.579 -2.616  0.4468
C: 1.888 0.209 -3.339  -0.5790
C: 1.788 0.081 -4.716  -0.6031
C: 2.578 -0.847 -5.382  -0.8071
C: 3.467 -1.640 -4.669  -0.7178
C: 3.572 -1.511 -3.289  -0.8321
C: 3.382 1.294 -0.538  0.4503
C: 3.220 1.842 0.734  0.1625
C: 3.759 3.086 1.030  -0.2187
C: 4.457 3.792 0.057  -0.8317
C: 4.621 3.250 -1.210  -0.8304
C: 4.084 2.003 -1.510  -0.3723
H: 4.829 -3.651 2.299  0.5221
H: 7.121 -3.249 1.451  0.4284
H: 7.487 -1.610 -0.377  0.4513
H: 5.580 -0.403 -1.343  0.4958
H: 1.250 0.917 -2.817  0.2668
H: 1.078 0.690 -5.263  0.4880
H: 2.495 -0.958 -6.456  0.3954
H: 4.078 -2.371 -5.185  0.4297
H: 4.256 -2.152 -2.746  0.4406
H: 2.655 1.295 1.484  -0.2076
H: 3.619 3.516 2.015  0.4675
H: 4.872 4.767 0.286  0.4238
H: 5.164 3.800 -1.970  0.4966
H: 4.197 1.591 -2.506  0.4665
O: 0.180 1.644 0.061  0.0674
S: -0.805 2.768 -0.107  0.6181
C: -0.242 3.828 -1.425  0.2428
C: 1.098 3.834 -1.773  0.6188
C: 1.513 4.634 -2.828  -0.7127
C: 0.592 5.412 -3.519  -0.7093
C: -0.751 5.390 -3.163  -0.7879
C: -1.179 4.585 -2.116  -0.6844
C: -0.567 3.883 1.279  0.7399
C: 0.216 3.447 2.334  0.1411
C: 0.346 4.261 3.454  -0.9795
C: -0.308 5.482 3.512  -0.6788
C: -1.106 5.898 2.451  -0.7597
C: -1.247 5.094 1.330  -0.7507
H: 1.795 3.223 -1.212  0.1386
H: 2.560 4.648 -3.107  0.4429
H: 0.919 6.036 -4.341  0.4197
H: -1.470 5.986 -3.712  0.4280
H: -2.231 4.539 -1.856  0.4881
H: 0.697 2.482 2.274  -0.1574
H: 0.957 3.932 4.287  0.5386
H: -0.206 6.112 4.387  0.4301
H: -1.617 6.852 2.496  0.4022
H: -1.868 5.421 0.504  0.3724
C: -1.792 0.251 5.037  -1.0217
N: -0.444 -0.028 5.505  0.2826
C: -0.388 -0.641 6.831  -1.2262
C: 0.627 0.015 4.678  -0.4424
S: 0.478 0.010 2.996  -0.1668
N: 1.841 0.072 5.297  0.2055
C: 3.062 -0.171 4.541  -1.1103
C: 2.048 0.953 6.448  -1.3002
H: -2.321 0.817 5.805  0.4512
H: -2.341 -0.678 4.854  0.3354
H: -1.757 0.829 4.119  0.1403
H: -1.170 -1.398 6.895  0.4096
H: -0.556 0.085 7.629  0.3309
H: 0.571 -1.124 6.984  0.3746
H: 2.934 -1.017 3.874  0.2810
H: 3.858 -0.389 5.253  0.4078
H: 3.348 0.701 3.944  0.3404
H: 1.111 1.381 6.784  0.4231
H: 2.706 1.774 6.152  0.4042
H: 2.515 0.423 7.279  0.3205
C: -5.391 2.300 -3.705  -1.8277
C: -5.149 1.004 -2.971  0.9021
C: -4.195 0.094 -3.417  -1.0301
C: -3.997 -1.112 -2.768  -0.9683
C: -4.755 -1.439 -1.648  0.3950
N: -4.457 -2.679 -1.032  -0.1516
C: -5.083 -3.296 0.007  0.1378
O: -6.069 -2.909 0.591  -0.6293
N: -4.417 -4.490 0.378  -0.1302
C: -3.058 -4.548 0.687  0.6124
C: -2.505 -5.634 1.361  -0.7825
C: -1.137 -5.671 1.560  -0.9760
C: -0.354 -4.612 1.112  -0.6096
N: -0.892 -3.549 0.515  0.4041
C: -2.202 -3.534 0.302  0.4911
C: -5.715 -0.549 -1.182  -1.1606
C: -5.895 0.657 -1.849  -0.4193
H: -4.478 2.667 -4.176  0.3755
H: -5.763 3.072 -3.031  0.3930
H: -6.135 2.168 -4.494  0.3494
H: -3.592 0.328 -4.288  0.5437
H: -3.237 -1.800 -3.131  1.2601
H: -3.765 -3.234 -1.510  0.5692
H: -5.017 -5.084 0.929  0.3620
H: -3.140 -6.445 1.700  0.4104
H: -0.673 -6.516 2.052  0.4572
H: 0.718 -4.628 1.230  0.3685
H: -2.578 -2.662 -0.213  -1.1768
H: -6.314 -0.797 -0.317  0.5434
H: -6.649 1.346 -1.481  0.4201

Energy: -8534.6631; -4750.9807 (hartree)